Entry 1:
Here is a cluster of 2 separate species, C10H12N2OS in total at a distorted geometry from OMol25. Energies are from ωB97M-V with the def2-TZVPD basis set.

XYZ file:
```
26
Properties=species:S:1:pos:R:3:lowdin_charge:R:1
C 2.827 -0.114 1.192 -0.072
C -2.662 -1.626 0.365 -0.251
C 2.740 1.211 1.520 -0.146
C -2.909 -1.177 1.628 -0.401
C 1.622 -0.497 0.535 -0.305
C 0.862 0.632 0.533 -0.007
C -1.933 0.424 0.068 -0.558
C 1.297 -1.847 -0.002 -0.061
C -1.123 1.560 -2.032 -0.008
C -1.425 1.557 -0.572 -0.368
N -2.135 -0.739 -0.489 0.056
N 1.521 1.663 1.105 0.009
O -1.394 2.759 0.031 0.049
S -2.458 0.475 1.790 1.012
H 3.656 -0.767 1.385 0.096
H -2.870 -2.622 0.017 0.105
H 3.441 1.861 2.008 0.101
H -3.328 -1.700 2.463 0.055
H 2.195 -2.460 -0.029 0.071
H 0.555 -2.349 0.620 0.069
H 0.889 -1.774 -1.010 0.070
H -2.024 1.295 -2.588 0.093
H -0.362 0.827 -2.272 0.086
H -0.794 2.554 -2.325 0.089
H 1.178 2.606 1.173 0.138
H -1.688 2.682 0.951 0.077
```

Net charge: 0
HOMO (alpha / beta) in eV: -7.1 / -7.9
Spin multiplicity: 1
Energy relative to the best compared isomer or geometry (same formula, charge and spin) in eV: 3.167

=====

Entry 2:
Here is the molecule C10H12N2S2 at a distorted geometry from OMol25. Energies are from ωB97M-V with the def2-TZVPD basis set.

XYZ file:
```
26
Properties=species:S:1:pos:R:3:lowdin_charge:R:1
C -5.169 -0.033 0.729 -0.049
C -3.720 -0.209 0.338 -0.268
C -3.243 -1.486 -0.012 -0.048
C -1.928 -1.702 -0.383 -0.012
C -1.041 -0.617 -0.395 -0.311
C 0.847 0.495 -0.662 -0.652
C 3.069 -0.329 -1.219 -0.284
C 3.408 -1.158 0.023 -0.551
C -1.529 0.653 -0.048 -0.464
C -2.843 0.867 0.310 -0.063
H -5.400 -0.571 1.639 0.078
H -5.828 -0.384 -0.029 0.068
H -5.377 1.003 0.957 0.070
H -3.920 -2.307 0.011 0.101
H -1.542 -2.678 -0.646 0.110
H 2.561 1.632 -0.597 0.136
H 2.628 -0.993 -1.984 0.124
H 3.951 0.090 -1.653 0.103
H 4.151 -1.902 -0.248 0.061
H 2.491 -1.680 0.401 0.076
H 2.931 0.272 1.883 -0.146
H -3.215 1.839 0.564 0.107
N 0.307 -0.680 -0.728 0.106
N 2.147 0.759 -0.982 -0.035
S 4.108 -0.177 1.391 0.685
S -0.215 1.817 -0.167 1.056
```

SMILES: Cc1ccc2nc(NCCS)sc2c1
Net charge: 0
HOMO in eV: -8.0
Spin multiplicity: 1
Energy relative to the best compared isomer or geometry (same formula, charge and spin) in eV: 0.000

=====

Entry 3:
Here is a structure of composition C10H12N2SSn at a distorted geometry from OMol25. Energies are from ωB97M-V with the def2-TZVPD basis set.

XYZ file:
```
26
Properties=species:S:1:pos:R:3:lowdin_charge:R:1
C 0.124 -2.755 1.013 -0.077
C -0.663 -1.538 1.498 -0.221
C 0.177 -0.257 1.461 -0.316
C -0.369 0.870 2.375 -0.015
C 0.457 0.288 0.086 -0.122
C 1.701 0.679 -0.277 0.057
C 2.043 1.233 -1.557 0.038
C 1.134 1.425 -2.542 0.009
C -0.187 1.053 -2.247 -0.282
N -1.228 1.145 -3.072 -0.313
S -2.501 0.457 -2.232 0.790
N -1.828 0.217 -0.790 -0.114
C -0.543 0.485 -0.928 -0.206
H 0.968 -2.946 1.674 0.085
H -0.503 -3.639 0.969 0.082
H 0.542 -2.568 0.021 0.072
H -1.561 -1.446 0.893 0.089
H -0.987 -1.695 2.524 0.121
H 1.155 -0.550 1.844 0.138
H -1.252 0.534 2.911 0.085
H 0.374 1.134 3.123 0.091
H -0.600 1.783 1.830 0.078
H 2.502 0.552 0.438 0.145
H 3.076 1.499 -1.734 0.140
H 1.385 1.837 -3.506 0.135
Sn -3.416 2.203 -3.774 1.511
```

Net charge: +2
HOMO in eV: -16.1
Spin multiplicity: 1

=====

Entry 4:
Here is a structure of composition C10H12N3O2STl at a distorted geometry from OMol25. Energies are from ωB97M-V with the def2-TZVPD basis set.

XYZ file:
```
29
Properties=species:S:1:pos:R:3:lowdin_charge:R:1
Tl -0.382 -2.514 1.605 0.533
O -1.885 -2.459 3.461 -0.489
N -2.471 -1.421 4.024 -0.303
C -3.253 -1.564 5.085 -0.130
C -3.928 -0.544 5.715 -0.139
C -3.705 0.768 5.243 -0.212
C -2.857 0.960 4.200 -0.197
C -2.262 -0.135 3.573 -0.742
S -1.204 0.101 2.246 0.325
H -3.262 -2.600 5.437 0.104
H -4.516 -0.805 6.630 0.090
H -4.166 1.581 5.760 0.054
H -2.601 1.966 3.881 0.083
N 2.104 -2.660 -2.231 0.178
C 2.436 -1.597 -2.499 -0.321
N 2.632 -0.369 -2.954 -0.088
C 1.581 0.585 -2.525 -0.114
C 1.990 1.952 -3.000 -0.171
O 2.125 1.960 -4.425 -0.129
C 3.015 0.977 -4.868 -0.212
C 2.572 -0.391 -4.410 -0.163
H 1.477 0.553 -1.449 0.138
H 0.619 0.361 -2.995 0.139
H 2.915 2.265 -2.558 0.120
H 1.221 2.679 -2.782 0.129
H 3.991 1.168 -4.505 0.111
H 3.002 0.968 -5.996 0.144
H 3.213 -1.144 -4.868 0.132
H 1.599 -0.640 -4.799 0.128
```

Net charge: -1
HOMO (alpha / beta) in eV: 0.0 / -3.3
Spin multiplicity: 2

=====

Entry 5:
Here is the ion C10H12NO with charge +1 at a distorted geometry from OMol25. Energies are from ωB97M-V with the def2-TZVPD basis set.

XYZ file:
```
24
Properties=species:S:1:pos:R:3:lowdin_charge:R:1
C 2.352 1.885 1.427 -0.024
C 2.492 0.575 1.769 0.018
C 1.165 2.341 0.833 0.027
C 1.373 -0.243 1.474 -0.021
C 0.131 1.456 0.583 0.009
C 0.253 -1.093 -1.242 -0.282
C -0.813 -1.131 -2.279 -0.085
C -2.160 -1.169 -1.534 -0.151
C -1.922 -0.480 -0.199 -0.135
C -0.487 -0.823 0.215 -0.118
N 0.349 0.187 0.847 -0.042
O 1.428 -1.249 -1.344 0.163
H 3.111 2.543 1.931 0.150
H 3.159 0.202 2.586 0.150
H 1.095 3.441 0.646 0.145
H 1.332 -1.194 1.963 0.155
H -0.826 1.697 0.280 0.102
H -0.763 -0.184 -2.795 0.139
H -0.609 -1.901 -2.956 0.120
H -3.006 -0.779 -2.049 0.117
H -2.190 -2.246 -1.359 0.127
H -2.303 0.689 -0.187 0.172
H -2.656 -0.896 0.490 0.115
H -0.506 -1.626 0.901 0.149
```

SMILES: O=C1CCC[C@@H]1[n+]1ccccc1
Net charge: +1
HOMO in eV: -13.6
Spin multiplicity: 1
Energy relative to the best compared isomer or geometry (same formula, charge and spin) in eV: 0.928

=====

Entry 6:
Here is the ion C10H12NS with charge +1 at a distorted geometry from OMol25. Energies are from ωB97M-V with the def2-TZVPD basis set.

XYZ file:
```
24
Properties=species:S:1:pos:R:3:lowdin_charge:R:1
C -1.234 3.352 0.941 0.003
C -1.499 2.181 1.681 -0.004
C -0.553 3.237 -0.266 -0.046
C -1.107 0.970 1.164 -0.019
C -0.233 1.986 -0.755 -0.024
C -0.371 0.829 0.023 -0.260
C 0.108 -0.331 -0.463 -0.181
C 0.808 -2.612 -0.865 -0.144
C 1.220 -2.111 -2.294 -0.456
C 0.539 -1.722 1.399 -0.053
N 0.400 -1.482 0.023 -0.151
S 0.774 -0.353 -2.503 0.910
H -1.503 4.349 1.260 0.122
H -1.951 2.104 2.528 0.057
H -0.409 4.197 -0.836 0.142
H -1.470 0.078 1.709 0.135
H 0.236 1.904 -1.830 0.105
H -0.056 -3.392 -0.858 0.162
H 1.746 -3.093 -0.296 0.169
H 2.340 -2.177 -2.344 0.092
H 0.667 -2.640 -3.062 0.068
H 1.553 -1.674 1.819 0.118
H -0.083 -2.674 1.773 0.166
H 0.077 -0.926 2.056 0.090
```

Net charge: +1
HOMO in eV: -13.0
Spin multiplicity: 1
Energy relative to the best compared isomer or geometry (same formula, charge and spin) in eV: 2.494

=====

- The highest net charge belongs to which entry?
  C10H12N2SSn

=====

- Which formula does entry 6 have?
  C10H12NS

=====

- Look up the net charge of the first one.
  0

=====

- What is the net charge in the fifth record?
  +1